# 1
# C22H34N2O3

5 unconnected molecules or ions with the total composition C22H34N2O3 at a distorted geometry (ωB97M-V/def2-TZVPD, the Open Molecules 2025 dataset).

Geometry (Å):
C  -24.04  -1.45  13.73
C  -22.66  -1.04  13.24
C  -22.39  0.33  13.93
O  -23.42  0.47  14.89
C  -24.58  -0.23  14.48
H  -23.96  -2.31  14.40
H  -24.75  -1.71  12.94
H  -22.56  -1.12  12.15
H  -21.93  -1.77  13.58
H  -22.48  1.12  13.18
H  -21.41  0.30  14.41
H  -25.13  0.45  13.81
H  -25.29  -0.53  15.25
C  -25.55  -4.82  13.91
C  -26.47  -6.01  13.62
C  -25.45  -7.15  13.29
O  -24.18  -6.52  13.24
C  -24.34  -5.12  13.08
H  -25.26  -4.76  14.96
H  -26.01  -3.88  13.60
H  -26.97  -5.78  12.68
H  -27.15  -6.25  14.44
H  -25.66  -7.54  12.28
H  -25.40  -7.97  14.00
H  -24.46  -4.80  12.03
H  -23.42  -4.66  13.45
C  -25.15  -2.56  17.95
C  -26.40  -1.72  18.17
C  -26.03  -0.98  19.47
O  -24.62  -1.05  19.66
C  -24.03  -1.74  18.57
H  -24.97  -2.84  16.90
H  -25.17  -3.52  18.47
H  -27.28  -2.35  18.25
H  -26.52  -1.01  17.35
H  -26.56  -1.43  20.31
H  -26.33  0.07  19.38
H  -23.15  -2.33  18.83
H  -23.68  -1.00  17.83
N  -18.57  0.17  14.44
C  -17.47  -0.46  14.84
C  -16.22  0.16  14.90
C  -16.11  1.51  14.60
C  -17.27  2.16  14.21
C  -18.47  1.47  14.13
H  -17.54  -1.51  15.09
H  -15.37  -0.44  15.19
H  -15.19  2.05  14.75
H  -17.23  3.22  14.00
H  -19.43  1.89  13.84
N  -24.59  2.02  11.33
C  -25.37  3.08  11.59
C  -26.76  3.04  11.57
C  -27.36  1.85  11.16
C  -26.58  0.74  10.92
C  -25.19  0.89  10.98
H  -24.90  4.00  11.87
H  -27.36  3.87  11.90
H  -28.43  1.70  11.15
H  -26.99  -0.21  10.61
H  -24.53  0.05  10.79

The value obtained for the gap between HOMO and LUMO is 9.91 eV. The energy relative to the best compared isomer or geometry (same formula, charge and spin) comes out at 109.7 kcal/mol. Its total charge is 0. As for the structure (SMILES): c1ccncc1.c1ccncc1.C1CCOC1.C1CCOC1.C1CCOC1.

***

# 2
# H15O7

7 unconnected molecules or ions with the total composition H15O7 at a distorted geometry (ωB97M-V/def2-TZVPD, the Open Molecules 2025 dataset).

Geometry (Å):
O  -41.30  23.19  15.34
H  -40.96  23.75  14.79
H  -42.13  23.27  15.19
H  -40.98  22.42  14.87
O  -40.28  25.26  13.77
H  -41.11  25.23  13.12
H  -40.38  26.08  14.36
O  -41.95  22.91  12.66
H  -42.94  22.94  12.55
H  -41.67  23.47  11.97
O  -41.42  20.34  15.35
H  -42.25  20.09  15.80
H  -40.73  20.51  16.03
O  -38.70  21.82  15.37
H  -38.35  22.10  14.50
H  -38.03  21.09  15.71
O  -44.23  22.87  15.30
H  -44.30  22.01  15.61
H  -45.01  23.37  14.95
O  -42.66  24.92  17.61
H  -41.82  25.12  17.81
H  -42.95  25.84  17.58

The value obtained for the gap between HOMO and LUMO is 11.65 eV. The energy relative to the best compared isomer or geometry (same formula, charge and spin) comes out at 96.2 kcal/mol. Its total charge is +1.

***

# 3
# C6H9N

A single C6H9N molecule at a distorted geometry (ωB97M-V/def2-TZVPD, the Open Molecules 2025 dataset).

Geometry (Å):
C  -1.94  1.13  -0.72
C  0.12  1.09  -0.33
N  -1.15  1.70  0.08
C  0.80  0.93  1.00
C  0.43  -0.27  0.23
C  -0.13  -1.62  0.48
C  1.21  -1.45  -0.21
H  -2.77  0.59  -0.31
H  -1.74  1.08  -1.80
H  0.58  1.34  -1.29
H  0.14  1.17  1.84
H  1.78  1.35  1.04
H  -0.97  -1.96  -0.12
H  -0.13  -2.01  1.50
H  2.10  -1.69  0.36
H  1.26  -1.69  -1.27

The value obtained for the gap between HOMO and LUMO is 9.59 eV. The energy relative to the best compared isomer or geometry (same formula, charge and spin) comes out at 114.9 kcal/mol. Its total charge is 0. As for the structure (SMILES): C=N[C@H]1CC12CC2.

***

# 4
# C21H32BrN3O5S2

3 unconnected molecules or ions with the total composition C21H32BrN3O5S2 at a distorted geometry (ωB97M-V/def2-TZVPD, the Open Molecules 2025 dataset).

Geometry (Å):
C  -2.78  4.11  0.07
C  -2.96  2.54  -0.36
C  -4.02  1.83  0.61
C  -3.64  0.33  1.07
C  -2.20  0.24  1.80
C  -1.25  -0.96  1.29
C  -0.58  -1.84  2.42
C  -0.83  -1.61  4.00
O  -2.07  -2.34  4.36
O  -1.92  -3.66  4.12
C  0.41  -3.04  2.05
C  1.16  -3.95  3.14
C  2.39  -3.01  3.71
C  0.64  -3.32  0.54
C  0.00  -2.48  -0.65
N  0.35  -2.91  -1.98
C  -0.31  -2.05  -2.91
N  -0.11  -2.38  -4.37
C  1.17  -2.18  -4.55
O  2.41  -2.09  -4.64
C  -1.22  -0.82  -2.60
Br  -2.02  0.26  -4.07
N  -1.53  -0.43  -1.25
C  -0.93  -1.29  -0.25
H  -3.45  4.34  0.99
H  -1.69  4.32  0.41
H  -3.07  4.84  -0.76
H  -3.26  2.50  -1.49
H  -1.89  2.09  -0.31
H  -4.12  2.44  1.60
H  -5.04  1.86  0.05
H  -4.48  0.01  1.81
H  -3.73  -0.43  0.19
H  -1.59  1.22  1.65
H  -2.41  0.20  2.94
H  -0.99  -0.51  4.25
H  0.04  -1.99  4.65
H  -2.41  -3.94  3.30
H  0.48  -4.34  3.97
H  1.69  -4.85  2.65
H  1.94  -1.93  3.71
H  2.75  -3.33  4.74
H  3.21  -3.00  2.90
H  1.34  -4.20  0.28
C  1.52  4.81  -3.47
S  -0.28  4.72  -3.40
O  -0.67  4.78  -1.96
C  -0.40  2.99  -3.92
H  1.83  5.80  -3.15
H  1.96  4.06  -2.81
H  1.85  4.64  -4.50
H  0.16  2.35  -3.23
H  0.00  2.89  -4.93
H  -1.45  2.69  -3.92
C  5.48  -0.40  0.08
S  3.76  -0.04  0.50
O  3.24  -1.18  1.31
C  3.11  -0.22  -1.18
H  6.07  -0.38  0.99
H  5.55  -1.39  -0.38
H  5.85  0.35  -0.61
H  3.33  -1.22  -1.55
H  3.57  0.54  -1.82
H  2.03  -0.06  -1.15

The value obtained for the gap between HOMO and LUMO is 7.15 eV. Its total charge is 0.

***

Question: The highest total charge belongs to which entry?
Answer: H15O7